Record 1
C35H31CuN5O2 as an isolated structure, computed with wB97M-V/def2-TZVPD.

```
74
Properties=species:S:1:pos:R:3:forces:R:3
Cu -0.001 -0.448 -0.259 0.064 -0.042 0.032
O 1.764 -0.812 -0.629 -0.010 0.140 -0.042
O -1.797 -0.822 -0.447 0.039 0.154 0.104
N -1.262 3.781 -1.573 0.091 -0.036 0.119
N -1.542 6.032 -1.352 0.007 0.010 -0.034
N -0.117 1.743 -0.761 -0.016 -0.173 -0.088
N -0.187 4.944 0.170 -0.005 -0.029 -0.017
N 0.135 -0.403 1.779 -0.028 -0.118 0.005
C -2.238 -1.023 1.911 -0.002 0.040 0.077
C -5.783 -1.393 -1.024 0.007 0.003 0.004
C -0.310 -5.530 0.247 0.012 0.010 -0.026
C -4.521 -2.887 0.927 0.003 -0.017 0.014
C 5.310 -0.344 -0.376 0.019 -0.012 -0.008
C -1.344 -3.827 1.592 0.019 -0.026 0.032
C 1.342 -0.157 2.308 0.010 0.008 -0.110
C -6.506 -2.336 -0.310 0.020 -0.018 0.016
C 4.645 1.760 -2.047 0.033 -0.016 0.012
C -0.988 4.883 -0.917 0.037 0.019 0.039
C 3.222 -1.985 0.877 0.015 0.026 0.037
C -1.140 -3.514 -0.770 0.005 0.020 0.005
C -0.881 -0.829 2.540 -0.026 0.000 -0.148
C 2.736 -3.168 0.336 -0.031 0.006 0.006
C 5.980 1.396 -1.901 -0.019 0.002 -0.003
C -1.566 -3.038 0.469 -0.019 -0.008 0.012
C 0.542 -0.802 4.463 0.006 -0.002 0.000
C -0.699 -1.038 3.901 -0.007 -0.007 0.016
C 6.306 0.338 -1.070 -0.037 0.007 0.005
C 2.413 0.349 1.384 0.016 0.079 0.136
C -0.651 2.695 -1.140 -0.083 0.080 -0.078
C -0.718 -5.063 1.485 -0.016 0.039 -0.021
C 3.657 1.076 -1.360 -0.021 0.023 -0.024
C 4.059 -2.063 1.991 0.031 -0.010 0.036
C 2.814 -0.645 0.252 -0.093 -0.110 -0.037
C 4.408 -3.286 2.544 -0.024 0.014 -0.037
C -5.868 -3.086 0.670 -0.006 0.035 -0.033
C -2.302 -1.690 0.512 0.082 0.015 -0.100
C 3.087 -4.395 0.883 0.008 -0.008 0.017
C -3.790 -1.937 0.217 -0.053 -0.077 0.035
C 3.923 -4.461 1.987 -0.011 0.009 -0.010
C 1.575 -0.349 3.662 0.005 -0.018 0.027
C -0.520 -4.748 -0.882 0.003 -0.016 0.034
C 3.976 0.022 -0.505 0.069 0.012 0.006
C -4.432 -1.194 -0.763 -0.033 0.011 -0.011
H 2.614 1.332 -1.501 0.004 -0.009 0.015
H -0.547 -5.658 2.374 0.001 -0.003 0.008
H 4.462 -1.159 2.433 -0.010 0.017 0.001
H -4.029 -3.497 1.677 -0.003 0.007 -0.002
H 6.754 1.926 -2.441 0.001 0.001 -0.007
H -6.418 -3.833 1.228 -0.004 -0.005 0.004
H -3.854 -0.467 -1.316 -0.003 -0.004 0.002
H 5.061 -3.320 3.408 0.004 0.000 0.006
H 0.704 -0.971 5.520 -0.002 0.004 0.007
H 0.168 5.823 0.501 -0.021 0.016 -0.031
H 2.558 -0.156 4.067 0.003 0.004 0.007
H -2.692 -0.038 1.761 0.011 0.002 0.030
H -2.227 5.950 -2.083 -0.004 0.003 0.000
H 5.585 -1.181 0.250 0.010 0.010 -0.003
H -7.557 -2.492 -0.518 -0.006 0.003 -0.002
H 4.193 -5.419 2.414 -0.001 -0.006 0.000
H -0.200 -5.100 -1.854 0.003 -0.008 -0.005
H 3.286 0.629 1.974 0.007 -0.006 -0.011
H 0.323 4.114 0.429 -0.010 0.007 0.003
H -1.660 -3.487 2.570 0.006 0.010 0.015
H 0.174 -6.495 0.161 0.007 -0.005 -0.002
H -6.271 -0.809 -1.794 0.002 0.006 -0.006
H 7.338 0.030 -0.962 0.007 -0.002 0.001
H -2.867 -1.552 2.628 -0.018 -0.019 -0.026
H -1.307 -2.900 -1.646 -0.007 -0.002 0.001
H -1.529 -1.386 4.501 0.002 -0.004 0.009
H -1.569 6.845 -0.765 -0.017 0.001 0.008
H 4.376 2.572 -2.711 -0.004 0.007 -0.005
H 2.067 -3.108 -0.512 0.010 -0.008 -0.002
H 2.696 -5.304 0.446 -0.015 -0.010 -0.006
H 2.057 1.253 0.883 -0.014 -0.026 -0.011
```
Forces are in eV/Å.

HOMO-LUMO gap (alpha / beta): 8.326 / 8.240 eV
net charge: 0
energy: -3417.12272 Ha
⟨S²⟩: 0.753
E_HOMO (alpha / beta): -8.27 / -8.19 eV
2S+1: 2



Record 2
C4H6CuO2 as an isolated structure at a distorted geometry, computed with wB97M-V/def2-TZVPD.

```
13
Properties=species:S:1:pos:R:3:forces:R:3
Cu 1.046 -0.980 -1.264 -1.434 0.525 0.500
O 0.849 -1.428 0.758 0.341 0.015 0.291
O -1.287 1.368 -1.727 -0.442 1.336 0.485
C -0.824 0.522 -0.857 4.361 -0.665 -0.393
C -0.876 1.002 0.508 -1.890 -0.938 -0.635
C 0.005 0.629 1.683 0.219 -0.319 0.436
C 0.635 -0.722 1.727 0.098 -0.237 -0.131
H -1.789 0.185 0.501 0.366 1.664 0.655
H -0.690 1.453 -2.483 -0.651 -0.802 -0.509
H 0.926 -1.083 2.733 -0.046 0.015 -0.250
H -0.568 0.732 2.618 0.017 0.008 -0.303
H -1.090 2.081 0.546 -0.804 -0.493 0.123
H 0.824 1.356 1.832 -0.134 -0.108 -0.269
```
Forces are in eV/Å.

HOMO-LUMO gap: 8.280 eV
net charge: +1
energy: -1946.58170 Ha
E_HOMO: -13.12 eV